Computed, not measured: a cluster of 9 separate species, C38H55N9O2 in total, with ωB97M-V with the def2-TZVPD basis set.

* largest force on an atom: 0.31 eV Å⁻¹
* 2S+1: 1
* structure (SMILES): c1cc[nH]c1.c1cc[nH]c1.c1cc[nH]c1.c1cc[nH]c1.c1cc[nH]c1.c1cc[nH]c1.c1cc[nH]c1.c1cc[nH]c1.CCNCOCCOC
* HOMO level: -0.3008 Eh
* lowest unoccupied orbital energy: 0.31 eV

The geometry in XYZ format:
```
104
Properties=species:S:1:pos:R:3:mulliken_charge:R:1
C 0.9625 0.1246 -0.2512 -1.22
C 1.0399 1.1202 -1.4107 -0.42
N 0.5816 0.5996 -2.7122 -0.38
C -0.8676 0.5436 -2.8851 -0.79
O -1.4611 -0.0515 -1.7650 -0.23
C -2.0070 -1.3422 -1.9698 -0.85
C -3.3945 -1.2953 -2.5730 0.10
O -4.2986 -0.7619 -1.6346 -0.24
C -5.2823 0.1342 -2.1140 -0.77
H 0.9631 -0.9058 -0.6145 0.21
H 0.0925 0.2577 0.3897 0.37
H 1.8424 0.2649 0.3857 0.40
H 0.5223 2.0500 -1.1294 0.39
H 2.0866 1.3848 -1.5854 0.45
H 0.9394 1.2298 -3.4258 0.26
H -1.3004 1.5477 -3.0124 0.21
H -1.0764 -0.0501 -3.7855 0.49
H -2.0443 -1.8154 -0.9862 0.31
H -1.3465 -1.9341 -2.6201 0.39
H -3.3922 -0.6811 -3.4848 0.46
H -3.6937 -2.3150 -2.8622 -0.07
H -6.2454 -0.3760 -2.2314 0.29
H -5.3899 0.9438 -1.3901 0.25
H -4.9916 0.5656 -3.0793 0.34
N -7.6563 -1.3662 0.8709 0.03
C -6.9355 -2.1330 -0.0036 -1.05
C -7.7822 -3.0773 -0.5224 0.15
C -9.0630 -2.8707 0.0603 -0.82
C -8.9507 -1.8091 0.9170 -0.69
H -7.2874 -0.5990 1.4017 0.21
H -5.8909 -1.9365 -0.1824 0.74
H -7.5227 -3.8348 -1.2447 0.42
H -9.9619 -3.4325 -0.1318 0.49
H -9.6784 -1.3385 1.5564 0.51
N 3.2304 -0.9812 -2.9896 0.20
C 4.1746 -1.2851 -3.9286 -0.71
C 5.2568 -1.8307 -3.2861 -0.77
C 4.9482 -1.8667 -1.8989 -0.07
C 3.6982 -1.3204 -1.7513 -1.16
H 2.3055 -0.5994 -3.1545 0.37
H 4.0006 -1.0983 -4.9746 0.43
H 6.1648 -2.1693 -3.7561 0.44
H 5.5721 -2.2478 -1.1059 0.63
H 3.0829 -1.1760 -0.8808 0.77
N 2.4664 -4.2386 -0.8107 0.04
C 1.3064 -4.5753 -0.1708 -0.42
C 1.5673 -5.6521 0.6358 -0.49
C 2.9422 -5.9753 0.4745 -0.59
C 3.4676 -5.0832 -0.4238 -0.35
H 2.5830 -3.4762 -1.4561 0.27
H 0.3960 -4.0252 -0.3403 0.34
H 0.8542 -6.1522 1.2698 0.40
H 3.4812 -6.7715 0.9603 0.40
H 4.4628 -4.9797 -0.8214 0.40
N 5.6774 0.5921 0.5068 0.13
C 5.7851 1.8254 -0.0720 -0.29
C 6.5369 2.6160 0.7570 -0.76
C 6.8960 1.8230 1.8807 0.03
C 6.3500 0.5793 1.6962 -0.83
H 5.1748 -0.1805 0.1066 0.17
H 5.3276 2.0313 -1.0249 0.42
H 6.8029 3.6449 0.5811 0.41
H 7.4849 2.1367 2.7264 0.30
H 6.3837 -0.3057 2.3086 0.35
N -13.1548 -0.1601 -0.7676 -0.01
C -14.0179 -0.6428 -1.7134 -0.45
C -13.2984 -1.4259 -2.5762 -0.55
C -11.9476 -1.4153 -2.1321 -0.27
C -11.8919 -0.6258 -1.0149 -0.54
H -13.4106 0.4425 -0.0078 0.18
H -15.0648 -0.3932 -1.6926 0.37
H -13.6952 -1.9500 -3.4296 0.39
H -11.1114 -1.9290 -2.5768 0.47
H -11.0598 -0.3643 -0.3836 0.40
N 9.6867 3.6842 4.1063 0.04
C 8.6129 3.9374 4.9151 -0.69
C 8.6689 5.2562 5.2801 -0.24
C 9.8214 5.8206 4.6691 -0.47
C 10.4274 4.8243 3.9511 -0.60
H 9.8987 2.7974 3.6872 0.22
H 7.9031 3.1657 5.1598 0.40
H 7.9611 5.7676 5.9102 0.52
H 10.1603 6.8397 4.7543 0.43
H 11.3173 4.8319 3.3455 0.39
N -5.7593 -4.5042 -3.7325 0.11
C -6.1538 -5.7592 -3.3579 -0.52
C -6.4982 -6.4442 -4.4928 -0.41
C -6.3052 -5.5651 -5.5937 -0.59
C -5.8505 -4.3751 -5.0910 -0.33
H -5.4649 -3.7831 -3.0996 0.21
H -6.1556 -6.0576 -2.3234 0.39
H -6.8514 -7.4611 -4.5307 0.41
H -6.4834 -5.7816 -6.6337 0.38
H -5.5908 -3.4536 -5.5833 0.37
N 7.5835 8.2493 7.7586 0.01
C 7.6578 9.6045 7.5839 -0.51
C 8.9724 9.9697 7.6974 -0.40
C 9.7203 8.7865 7.9501 -0.42
C 8.8346 7.7428 7.9819 -0.57
H 6.7386 7.7095 7.7282 0.22
H 6.7757 10.1916 7.3941 0.38
H 9.3566 10.9721 7.6083 0.40
H 10.7859 8.7103 8.0882 0.41
H 8.9924 6.6886 8.1323 0.49
```

Computed, not measured: a structure of composition C38H56BBiN6O8PS2Si2Te, with ωB97M-V with the def2-TZVPD basis set.

* net charge: +1
* largest force on an atom: 0.54 eV Å⁻¹
* 2S+1: 1
* energy relative to the best compared isomer or geometry (same formula, charge and spin): 0.000 eV
* HOMO level: -0.3616 Eh
* lowest unoccupied orbital energy: -2.73 eV

The geometry in XYZ format:
```
116
Properties=species:S:1:pos:R:3:mulliken_charge:R:1
Bi -0.2796 -0.0508 -0.4993 0.95
O 2.2645 -4.4244 1.0589 -0.47
C 1.5829 -3.2732 1.0634 -0.13
O 1.9908 -2.2571 0.5659 -0.36
C 0.2694 -3.4041 1.7897 0.47
C -0.1160 -4.5953 2.3955 -0.64
C -1.3190 -4.6174 3.0777 -0.90
C -2.0862 -3.4638 3.1266 -1.33
C -1.6205 -2.3306 2.4733 1.15
N -0.4659 -2.3041 1.8208 0.82
C -2.3406 -1.0026 2.4811 0.11
O -3.6081 -0.9716 2.8852 -0.50
O -1.7850 0.0163 2.1628 -0.42
H 3.0971 -4.2714 0.5875 0.38
H 0.5179 -5.4674 2.3423 0.56
H -1.6508 -5.5170 3.5775 0.46
H -3.0086 -3.4655 3.6930 0.47
H -3.9790 -1.8580 2.9747 0.32
C 0.5064 2.6609 -3.2838 -0.48
C 1.6095 1.7786 -2.8115 0.46
N 1.5544 0.8896 -1.8355 0.81
C 2.7645 0.2260 -1.8130 -0.90
C 3.5677 0.7413 -2.7711 -0.71
N 2.8311 1.7297 -3.3926 0.44
C 3.3467 2.5859 -4.4465 -1.39
N 4.3567 3.4850 -3.9699 0.75
N 5.6516 3.2457 -4.3127 -0.71
N 6.4051 4.1009 -3.7503 -0.59
C 5.6197 4.9506 -2.9956 0.46
C 5.9788 6.0487 -2.2085 -0.78
C 4.9609 6.7324 -1.5869 -0.74
C 3.6142 6.3409 -1.7425 -0.48
C 3.2482 5.2576 -2.5074 -0.33
C 4.2895 4.5626 -3.1320 1.10
H -0.3881 2.4825 -2.6955 -0.85
H 0.2534 2.4344 -4.3208 0.56
H 0.7642 3.7172 -3.2129 0.27
H 2.9621 -0.5627 -1.1052 0.51
H 4.5820 0.5255 -3.0600 0.50
H 2.5226 3.1289 -4.9051 0.60
H 3.8277 1.9643 -5.1985 0.33
H 7.0148 6.3413 -2.1085 0.45
H 5.1875 7.5935 -0.9729 0.42
H 2.8434 6.9146 -1.2426 0.48
H 2.2115 4.9685 -2.5969 0.10
O -0.0988 3.2000 -0.1396 0.22
B -1.0076 2.1754 -0.3704 0.72
O -2.2737 2.6699 -0.6062 -0.46
C -2.1494 4.0459 -0.5287 0.67
C -3.1201 5.0064 -0.6956 -1.43
C -2.7029 6.3299 -0.5729 -0.63
C -1.3782 6.6540 -0.2940 -0.83
C -0.4069 5.6692 -0.1241 -0.63
C -0.8341 4.3666 -0.2511 0.69
H -4.1479 4.7442 -0.9045 0.53
H -3.4270 7.1239 -0.6948 0.42
H -1.0970 7.6944 -0.2021 0.46
H 0.6221 5.9092 0.1063 0.44
C -1.0709 3.4802 5.7790 -1.14
Si -0.1794 1.9787 5.1127 0.13
C -1.1959 0.4367 5.4101 -0.84
C 1.4855 1.7848 5.9442 -1.09
C 0.0785 2.2526 3.2692 0.13
Te 1.1149 0.6522 2.3162 -0.37
C 3.0764 1.4908 2.5197 -0.62
Si 3.6842 3.1104 1.7652 -0.08
C 4.0226 2.9103 -0.0562 0.35
C 2.4879 4.5318 1.9909 -0.08
C 5.2769 3.4928 2.6679 -1.17
H -1.2723 3.3721 6.8472 0.35
H -2.0278 3.6298 5.2739 0.34
H -0.4768 4.3868 5.6439 0.33
H -1.3840 0.3231 6.4802 0.48
H -0.6658 -0.4564 5.0672 0.14
H -2.1613 0.4854 4.9020 0.22
H 1.3488 1.6472 7.0196 0.41
H 2.1208 2.6626 5.8044 0.31
H 2.0226 0.9086 5.5716 0.33
H 0.6637 3.1528 3.0862 -0.14
H -0.8776 2.3642 2.7547 0.11
H 3.7507 0.6897 2.2021 0.62
H 3.1926 1.5560 3.6059 0.28
H 3.0916 2.8507 -0.6256 -0.60
H 4.6109 2.0152 -0.2651 0.49
H 4.5826 3.7729 -0.4239 -0.10
H 1.5262 4.3279 1.5178 -0.72
H 2.9129 5.4230 1.5178 0.43
H 2.3191 4.7702 3.0438 0.50
H 5.9943 2.6743 2.5755 0.35
H 5.0998 3.6609 3.7326 0.29
H 5.7475 4.3918 2.2628 0.30
C -5.1112 -3.3100 -2.2537 -1.12
C -4.1593 -3.3482 -3.4300 0.51
C -4.8041 -2.9389 -4.7375 -1.23
O -2.9534 -2.5619 -3.1659 -0.31
P -2.7935 -1.1020 -2.6134 0.33
S -0.9789 -0.4575 -3.1519 -0.64
S -3.0229 -0.9340 -0.6384 -0.40
O -3.9396 -0.3143 -3.3736 0.15
C -4.1015 1.1246 -3.1736 1.94
C -5.4442 1.3517 -2.5179 -1.56
C -3.9582 1.7805 -4.5281 -1.55
H -5.9283 -4.0095 -2.4353 0.47
H -5.5388 -2.3135 -2.1278 0.21
H -4.6062 -3.5918 -1.3305 0.23
H -3.7465 -4.3510 -3.5376 0.32
H -5.3190 -1.9847 -4.6496 0.14
H -5.5300 -3.7028 -5.0204 0.47
H -4.0591 -2.8654 -5.5290 0.34
H -3.3067 1.4645 -2.5061 -0.78
H -6.2446 0.9573 -3.1464 0.37
H -5.6134 2.4209 -2.3800 0.39
H -5.4815 0.8654 -1.5437 0.27
H -4.7407 1.4356 -5.2055 0.34
H -2.9887 1.5430 -4.9663 0.32
H -4.0423 2.8640 -4.4282 0.43
```

Computed, not measured: a structure of composition C38H56BrMgNO2P2 at a distorted geometry, with ωB97M-V with the def2-TZVPD basis set.

* largest force on an atom: 1.98 eV Å⁻¹
* 2S+1: 1
* energy relative to the best compared isomer or geometry (same formula, charge and spin): 0.000 eV
* HOMO level: -0.2475 Eh
* lowest unoccupied orbital energy: 0.55 eV

The geometry in XYZ format:
```
101
Properties=species:S:1:pos:R:3:mulliken_charge:R:1
Mg 0.2109 0.4386 -0.2134 0.90
C -1.9189 2.9853 2.4878 -1.25
C -0.4544 3.2136 2.8628 0.36
C -0.3340 3.0475 4.3759 -1.83
P 0.6324 2.1549 1.7029 1.54
C 1.8381 3.4708 1.1198 0.31
C 2.6845 4.1039 2.2207 -1.53
C 2.7597 2.8184 0.0989 -1.46
C 1.6972 1.0175 2.6173 -0.33
C 2.1884 1.2791 3.8950 -0.47
C 2.9583 0.3750 4.6004 0.28
C 3.4011 0.6790 6.0040 -1.76
C 3.2802 -0.8306 3.9763 -1.26
C 2.8616 -1.0997 2.6999 -0.58
C 2.0570 -0.1973 1.9627 0.22
N 1.7010 -0.4413 0.6961 0.80
C 2.0500 -1.6388 0.0576 -1.37
C 1.3701 -2.8356 0.3118 1.34
C 0.3322 -2.9284 1.3917 -1.52
C 1.6183 -3.9477 -0.4807 -0.75
C 2.5432 -3.9161 -1.5106 0.66
C 2.7835 -5.1039 -2.3931 -1.62
C 3.2351 -2.7347 -1.7324 -0.53
C 3.0053 -1.6044 -0.9688 0.82
C 3.7545 -0.3400 -1.2638 -1.44
H -2.5429 3.7594 2.9336 0.58
H -2.2501 2.0209 2.8654 0.29
H -2.0590 3.0103 1.4094 -0.05
H -0.2035 4.2474 2.5959 0.59
H -0.2775 1.9967 4.6525 0.35
H -1.2165 3.4752 4.8529 0.49
H 0.5337 3.5664 4.7745 0.34
H 1.2339 4.2485 0.6296 0.64
H 3.3391 3.3565 2.6643 0.32
H 2.0806 4.5516 3.0071 0.32
H 3.3093 4.8872 1.7905 0.49
H 3.3256 2.0308 0.5941 0.26
H 3.4644 3.5422 -0.3070 0.66
H 2.1903 2.3807 -0.7211 0.05
H 1.9780 2.2259 4.3605 0.29
H 3.4005 1.7528 6.1847 0.37
H 4.4020 0.2945 6.1926 0.39
H 2.7252 0.2184 6.7272 0.31
H 3.8871 -1.5564 4.5017 0.40
H 3.1540 -2.0223 2.2189 0.58
H -0.0003 -1.9364 1.6964 -0.25
H 0.7346 -3.4363 2.2703 0.49
H -0.5271 -3.5005 1.0395 0.45
H 1.0674 -4.8582 -0.2846 0.37
H 2.2701 -5.9838 -2.0151 0.39
H 3.8484 -5.3228 -2.4613 0.37
H 2.4209 -4.9015 -3.4009 0.28
H 3.9652 -2.6927 -2.5291 0.42
H 4.6162 -0.5457 -1.8954 0.53
H 4.0946 0.1220 -0.3408 0.21
H 3.1068 0.3664 -1.7850 0.14
Br 1.4385 -0.1829 -7.5581 -0.21
C 0.9411 -1.1277 -5.9760 -0.33
C 0.6567 -2.4797 -6.0676 -0.32
C 0.2917 -3.1667 -4.9232 -1.48
C 0.2085 -2.5054 -3.7145 -0.11
C 0.4812 -1.1443 -3.6384 -0.07
C 0.8581 -0.4436 -4.7770 -0.34
C 0.3314 -0.4620 -2.3164 1.16
O -0.1644 -1.1216 -1.3878 -0.64
O 0.6700 0.7320 -2.1785 -0.85
H 0.7203 -2.9859 -7.0199 0.43
H 0.0648 -4.2222 -4.9811 0.47
H -0.0596 -3.0210 -2.8065 0.77
H 1.0716 0.6121 -4.7081 0.63
C -2.7233 -0.5132 1.7728 -1.50
C -3.5867 0.2724 0.7826 1.05
C -4.9945 -0.3104 0.7483 -1.89
P -2.5526 0.3667 -0.7904 0.80
C -3.1235 1.8920 -1.7444 0.06
C -4.4439 2.5201 -1.3126 -1.68
C -1.9989 2.9281 -1.7047 -1.20
C -3.1584 -0.9795 -1.9612 0.84
C -2.9095 -2.3732 -1.3882 -1.41
C -4.5856 -0.8864 -2.5021 -1.68
H -3.1905 -0.5495 2.7565 0.68
H -1.7394 -0.0485 1.8650 0.06
H -2.5789 -1.5351 1.4254 0.27
H -3.6633 1.3063 1.1361 0.30
H -4.9789 -1.3595 0.4658 0.38
H -5.6422 0.2370 0.0711 0.30
H -5.4295 -0.2461 1.7469 0.48
H -3.2151 1.5556 -2.7852 0.68
H -4.4000 2.8776 -0.2868 0.28
H -5.2673 1.8168 -1.3995 0.29
H -4.6641 3.3733 -1.9535 0.47
H -1.7993 3.2561 -0.6851 0.01
H -2.2727 3.8032 -2.2929 0.58
H -1.0806 2.5106 -2.1148 0.14
H -2.4686 -0.8443 -2.8093 0.12
H -3.5491 -2.5696 -0.5330 0.16
H -1.8708 -2.4701 -1.0832 0.09
H -3.1186 -3.1288 -2.1453 0.48
H -5.3256 -1.0983 -1.7384 0.26
H -4.7021 -1.6311 -3.2891 0.50
H -4.8027 0.0843 -2.9373 0.36
```